No. 1
Formula: C23H57N3O9S
Source: OMol25
Level of theory: ωB97M-V/def2-TZVPD

Spin multiplicity: 1
Electronic energy: -58500.2082 eV

The geometry in XYZ format:
```
93
Properties=species:S:1:pos:R:3:mulliken_charge:R:1
N 0.551 -0.786 -3.349 -0.344
H 2.030 -3.303 5.916 0.238
H 1.069 -5.249 2.020 -0.079
H -8.800 -1.255 3.817 0.285
H -4.415 -2.158 1.286 -0.437
C -1.269 -4.086 1.279 -0.242
H 5.321 6.070 -5.106 0.295
C 1.772 -5.926 3.921 -0.827
H 2.699 -6.352 3.523 0.406
O 2.081 -4.587 4.325 -0.334
C -5.497 -1.663 1.263 0.223
C -0.607 -1.472 -2.764 -1.199
C 3.856 4.787 -2.043 -0.700
H -0.338 -4.232 0.722 0.218
C 3.962 -0.626 -3.725 -0.745
H 2.346 -3.453 -0.475 0.339
H 1.920 -1.733 -0.510 0.325
H 2.307 -2.623 -2.022 0.235
C 2.961 7.909 -3.639 -0.182
C 1.572 5.460 -2.322 -0.508
C 2.293 0.964 -3.114 -0.634
H 3.029 7.738 -2.560 0.168
H -0.112 -2.703 3.575 0.220
C -6.419 -1.095 3.811 0.839
O 5.380 7.569 -3.666 -0.335
H 3.953 5.736 -1.507 0.360
O -3.248 -0.408 2.849 -0.429
O -4.249 1.855 2.095 -0.591
H -5.738 -0.138 3.671 0.015
H 0.642 -6.934 2.380 0.415
H 0.793 -2.821 2.027 0.255
H 1.207 5.144 -4.416 0.354
H -8.042 0.424 3.304 0.270
H -1.738 -6.163 1.673 0.466
C -1.575 -5.245 2.249 -1.251
C 0.718 -5.926 2.804 0.067
H 2.200 8.676 -3.818 0.385
H 0.599 5.044 -2.034 0.344
O 2.501 4.382 -2.195 -0.326
H -0.249 -1.219 -0.597 0.177
H -2.067 -4.077 0.527 0.356
C 1.427 5.996 -3.761 -0.714
H 3.288 -1.398 -4.109 0.317
C -0.461 -2.008 -1.325 0.219
N 2.585 6.682 -4.346 -0.331
H 1.462 -6.553 4.768 0.400
O -1.304 -2.794 1.888 0.059
H -6.559 -1.709 6.098 0.287
H -2.523 -5.020 2.753 0.380
H -4.813 -1.286 5.481 0.204
O 0.468 -3.086 -1.198 -0.420
H 4.505 9.406 -3.643 0.388
H -0.023 -1.319 2.498 0.344
H 6.302 7.507 -5.533 0.339
O -5.435 -0.206 1.066 -0.397
H -6.025 -2.143 0.308 0.350
H -0.490 -4.671 3.864 0.075
C 0.928 0.441 -2.642 -0.077
C 1.609 -4.269 5.628 -0.719
H 1.926 -5.018 6.357 0.342
H 0.166 1.208 -2.821 0.430
H 1.785 6.249 -1.594 0.346
H -2.824 -1.263 2.538 0.349
N -0.596 -5.516 3.308 -0.314
C 4.326 8.432 -4.111 -0.792
H -5.921 -3.208 2.885 0.267
S -3.916 0.443 1.505 0.822
H -1.476 -0.807 -2.814 0.409
C -6.372 -2.153 2.560 -0.698
H 0.557 6.661 -3.811 0.414
H 4.347 8.583 -5.198 0.396
H 6.884 6.349 -4.322 0.235
H 2.472 1.938 -2.646 0.144
H 4.269 0.038 -4.536 0.342
H -8.034 -0.029 5.164 0.334
C -0.091 -2.410 2.525 -0.757
C -5.831 -1.834 5.191 -1.003
H 1.339 -1.430 -3.340 0.103
H 4.380 4.015 -1.472 0.323
O 3.347 0.101 -2.669 -0.371
H 3.372 6.038 -4.337 0.068
H -7.508 -2.380 2.270 0.260
H -5.561 -2.962 5.026 0.231
C -7.955 -0.486 4.071 -1.173
H 4.340 4.846 -3.019 0.198
C 1.823 -2.682 -1.046 -0.702
C 5.996 6.843 -4.722 -0.709
H 0.518 -4.179 5.635 0.295
H 0.996 0.269 -1.563 0.084
H -1.434 -2.424 -1.038 0.186
H 2.313 1.115 -4.202 0.476
H 4.851 -1.120 -3.325 0.254
H -0.826 -2.324 -3.419 0.416
```


No. 2
Formula: C23H59B2CrF14N6O10S2
Source: OMol25
Level of theory: ωB97M-V/def2-TZVPD

Spin multiplicity: 4
Electronic energy: -143722.0232 eV

The geometry in XYZ format:
```
117
Properties=species:S:1:pos:R:3:mulliken_charge:R:1
H -0.121 -3.064 1.579 0.227
H -0.996 -1.134 6.927 0.254
F -1.341 -0.420 -0.062 -0.057
S -2.745 1.154 -3.287 0.922
H -2.428 -1.273 7.857 0.269
C 0.671 -3.380 -0.473 1.870
H -2.334 7.032 2.811 0.368
H 5.208 -1.982 -2.149 0.330
F 0.671 -0.308 -0.722 0.832
H 1.249 0.415 3.990 0.081
H -1.816 1.580 5.505 0.508
F -2.947 -2.800 0.328 -0.465
F -4.712 -1.691 -0.731 -0.316
O 1.129 1.379 -2.642 -0.649
N -2.367 4.426 3.863 -0.873
H -0.477 -4.685 0.867 0.415
H 4.575 1.068 3.802 0.471
N -2.307 1.351 2.889 0.049
O -2.732 -0.281 6.128 -0.375
O 0.193 5.336 1.327 -0.540
C 4.962 2.238 1.334 -1.576
O -0.540 3.169 -2.578 -0.538
H -1.370 -3.424 -0.697 0.324
H 2.483 0.282 5.176 0.480
C 1.538 -4.453 -1.113 -1.705
O -1.279 -2.030 -3.885 0.392
H -3.313 -2.448 -3.788 0.177
C 1.016 -1.446 -4.356 0.910
C 4.280 0.907 1.649 0.338
H -3.289 4.784 4.092 0.278
N 1.122 -1.557 -2.863 0.683
H 2.455 -4.649 -0.547 0.507
H -0.597 -4.060 -1.829 0.302
F 0.362 -0.036 1.547 -0.140
F -0.296 1.555 0.052 0.395
H -0.176 3.531 0.331 -0.332
H 5.589 -0.948 -0.940 0.373
F -2.625 -1.823 -1.698 0.588
H -1.374 0.953 2.792 -0.298
H 1.339 -2.525 -0.360 -0.694
H -1.683 0.360 7.762 0.318
C 0.034 2.113 -5.030 0.715
O -2.795 2.338 -4.093 -0.676
H -2.477 -3.472 -4.939 0.301
H -3.954 -1.432 3.930 0.509
H -2.807 1.023 2.066 -0.015
H 0.479 4.988 -0.582 0.271
O 3.093 -0.326 3.338 -0.364
C 3.743 0.913 3.106 -0.966
B -3.605 -2.468 -0.899 0.135
N -0.570 -3.190 -1.292 -0.029
C -3.226 -0.905 3.306 -1.609
H 3.212 -5.946 -2.427 0.389
H -0.028 5.293 3.297 0.496
H 0.857 -0.396 -4.604 -0.270
N 3.196 0.769 0.674 -0.009
H 5.796 2.427 2.021 0.462
N -1.258 0.551 -2.880 -0.064
F -0.555 1.048 -5.606 -0.181
H -2.538 3.429 3.725 0.264
C -2.981 0.488 3.914 0.370
H 1.714 -1.227 4.595 0.240
S -0.126 1.892 -3.104 0.687
C 2.066 -0.241 4.306 -0.622
C -0.188 -2.288 -4.749 -1.224
H -3.778 -0.822 2.367 0.529
H 0.082 -3.353 -4.715 0.415
H 5.554 2.149 0.421 0.370
F 1.309 2.001 -5.389 -0.189
C -2.541 6.213 2.115 -1.636
H -1.159 0.116 4.922 -0.179
H 1.459 -2.527 -2.911 -0.062
H -2.489 4.145 1.836 -0.170
O 3.718 -0.589 -1.654 -0.427
H -3.632 6.212 2.231 0.435
C 2.346 -1.689 -5.058 -1.716
H 3.105 1.783 3.297 0.339
C -0.235 4.595 0.144 0.182
F -0.475 3.238 -5.415 -0.191
H 2.008 -5.779 -3.728 0.324
H 1.143 -4.240 1.381 0.580
C 0.227 -3.855 0.918 -1.923
H 4.319 3.113 1.384 0.359
F -3.543 0.766 -0.748 -0.213
H 2.504 0.147 1.079 -0.184
H 3.568 0.024 -0.885 0.253
C -2.494 -2.471 -4.496 -1.079
Cr -0.766 -1.152 -2.078 0.110
H 4.546 -2.151 -0.423 0.300
C -3.531 1.752 -1.650 0.813
H -2.357 -1.546 3.159 0.142
H 1.949 -1.022 -2.577 -0.003
C -2.124 0.579 5.186 -0.133
H 0.992 -5.409 -1.066 0.440
O 1.910 -4.248 -2.465 -0.150
H 2.474 -2.776 -4.978 0.413
F -4.780 2.142 -1.820 -0.239
H 3.227 -1.169 -4.693 0.359
H -2.676 -1.814 -5.348 0.379
H 3.473 -4.748 -3.697 0.286
C -0.445 4.755 2.442 -0.555
C 4.712 -1.516 -1.298 -0.994
H -2.352 6.526 1.090 0.307
H -3.966 0.926 4.088 0.409
H 4.900 0.008 1.627 0.276
F -2.824 2.730 -1.112 -0.222
F -3.896 -3.674 -1.535 -0.345
C -1.968 4.841 2.501 1.348
B -0.124 0.202 0.283 -0.446
H 2.231 -1.458 -6.118 0.428
H -1.173 5.058 -0.165 0.277
H 2.814 1.694 0.517 0.012
O -3.540 0.063 -3.806 -0.683
C 2.713 -5.239 -3.092 -1.056
H -0.152 3.701 2.549 -0.038
H -0.442 -2.148 -5.802 0.578
C -1.885 -0.568 7.225 -0.743
```


No. 3
Formula: C23H60N14O32S6
Source: OMol25
Level of theory: ωB97M-V/def2-TZVPD

Spin multiplicity: 1
Electronic energy: -176209.3698 eV

The geometry in XYZ format:
```
135
Properties=species:S:1:pos:R:3:mulliken_charge:R:1
N -1.659 -3.212 -5.047 -0.425
C 0.314 3.167 -5.089 0.632
O 7.455 -4.120 -4.353 -0.497
O -3.837 -3.827 -4.881 -0.650
O -7.599 -2.993 2.959 -0.274
O -6.440 2.294 -2.607 -0.634
N 7.646 -1.383 1.690 -0.368
O 6.209 -3.912 -6.501 -0.499
H -1.061 -2.844 -5.773 0.194
H -6.574 1.638 2.648 0.210
H 8.035 4.204 -5.504 0.274
H 5.457 2.666 3.997 0.311
H -6.450 4.490 -4.849 0.182
H -4.228 7.402 -1.982 0.248
H -1.240 -1.626 1.207 0.254
S -6.366 -3.600 3.814 1.100
O 8.381 4.387 -3.381 -0.388
O 0.555 -8.274 6.054 -0.527
H 0.711 3.630 -3.164 0.239
O 5.919 6.902 4.381 -0.546
C -8.678 -4.100 4.810 -0.247
O 3.642 -2.078 5.637 -0.669
O 0.446 0.470 2.107 -0.495
O -2.879 8.618 -1.084 -0.327
O -9.940 -3.270 -2.558 -0.589
H 2.692 -7.859 2.887 0.275
C -3.745 7.527 -1.012 -0.249
N 2.018 -2.645 6.969 -0.383
H -2.284 -1.446 -6.064 0.184
H 6.298 3.377 6.469 0.332
O -0.402 8.116 -1.504 -0.517
H -8.019 4.834 -3.260 0.205
H 8.457 -0.832 1.447 0.237
N -10.064 -1.083 -2.113 -0.405
H 8.244 3.619 -1.493 0.257
S 0.707 0.301 0.692 0.998
C 4.234 -4.883 -3.562 -0.258
H -8.311 4.439 2.607 0.159
O 0.280 -1.214 0.172 -0.308
C 7.878 2.424 -4.494 -0.623
N -7.439 4.560 3.102 -0.418
C -6.558 3.588 3.092 0.689
C -1.107 -1.355 0.160 -0.305
H 9.547 3.513 -4.829 0.272
H -2.144 -0.141 -1.124 0.275
C 8.498 3.737 -4.635 -0.321
H 4.610 4.081 4.739 0.291
H -8.872 -3.789 5.837 0.255
O 5.185 -2.887 -4.287 -0.354
H 4.227 -5.637 -2.775 0.266
O -1.867 6.917 0.269 -0.315
H -5.165 3.378 -4.383 0.226
C -1.669 -0.028 -0.150 -0.223
O 0.476 -6.693 4.093 -0.273
H 8.163 1.706 -5.264 0.407
H -1.318 -4.058 -4.614 0.223
O -1.279 -8.446 4.156 -0.533
C -8.741 -2.921 3.763 -0.314
H 6.821 -1.150 2.223 0.174
H -9.355 -4.938 4.642 0.274
H 7.395 3.025 5.159 0.294
H 6.796 2.519 -4.581 0.204
C -9.431 -2.254 -2.313 0.629
O -5.430 3.755 3.547 -0.678
C 7.899 -2.649 1.690 0.648
H 4.486 -4.359 6.441 0.189
C -6.815 3.217 -3.271 0.663
C 5.556 3.686 4.369 -0.327
H 7.207 1.324 -2.689 0.348
O -7.307 -4.486 4.828 -0.310
S -1.373 8.349 -0.430 1.086
C 4.483 -3.449 -3.207 -0.161
H 1.423 -1.920 6.595 0.229
C 3.145 -2.813 6.428 0.707
O -1.127 9.356 0.600 -0.512
H 3.299 -5.014 -4.105 0.211
S 0.079 -8.138 4.650 1.118
H 1.674 3.768 -6.482 0.200
H -3.962 -1.517 -5.924 0.241
H 8.860 1.687 -2.653 0.265
O 5.182 -5.258 -4.545 -0.335
H 1.617 -3.351 7.570 0.160
H 1.889 4.160 -4.286 0.192
H 6.700 3.908 -2.444 0.252
H -2.346 5.930 -1.479 0.298
H -7.978 2.598 2.196 0.151
O 8.952 -3.081 1.205 -0.680
H -8.844 -1.901 4.133 0.295
H -7.506 -2.954 -2.426 0.200
H -9.657 -3.116 3.207 0.287
N -8.122 -2.164 -2.302 -0.347
C -2.938 -3.067 -5.185 0.624
N -7.101 2.499 2.687 -0.340
S 6.189 -4.052 -5.061 1.089
O -0.608 0.927 -0.157 -0.285
N -7.949 3.857 -3.011 -0.447
C 1.630 -8.031 2.717 -0.360
H -9.477 -0.262 -2.079 0.172
O 7.183 5.019 5.507 -0.275
N 0.945 3.840 -4.124 -0.376
H 1.578 -8.466 1.719 0.294
H -11.023 -1.006 -2.423 0.233
C 0.778 -6.731 2.767 -0.356
H -1.390 -2.206 -0.459 0.321
C 7.724 3.533 -2.447 -0.356
H -2.426 0.390 0.514 0.258
C -2.876 6.319 -0.610 -0.315
H 6.352 -3.158 2.907 0.195
H -8.455 3.618 -2.171 0.228
O -5.732 -2.420 4.487 -0.554
S 6.867 5.804 4.143 1.084
N 6.947 -3.440 2.142 -0.424
N 3.626 -3.945 6.772 -0.351
N -3.092 -2.029 -5.899 -0.386
H 1.432 -5.897 2.509 0.338
H -7.619 -1.289 -2.266 0.114
H 3.066 -4.402 7.476 0.127
O 2.026 0.731 0.160 -0.498
O -5.534 -4.409 2.922 -0.519
H -3.468 5.660 0.026 0.313
O 6.044 4.590 3.423 -0.270
H 7.116 -4.433 2.069 0.223
N 1.019 3.050 -6.206 -0.428
O 8.081 6.165 3.435 -0.527
H 3.513 -2.962 -3.107 0.245
C 6.656 3.746 5.508 -0.368
H 0.601 2.401 -6.857 0.217
O -0.715 2.513 -4.944 -0.671
C 7.912 2.093 -3.008 -0.592
H -4.482 7.815 -0.262 0.282
H 5.092 -3.229 -2.329 0.288
O 1.103 -8.939 3.680 -0.293
H -0.047 -6.975 2.098 0.311
N -6.090 3.760 -4.251 -0.422
H -7.018 5.421 3.421 0.232
```


No. 4
Formula: C23H62O13
Source: OMol25
Level of theory: ωB97M-V/def2-TZVPD

Spin multiplicity: 1
SMILES: COCCOC.COCCOC.COCCOC.COCCOC.COCCOC.CO.CO.CO
Electronic energy: -51465.8301 eV

The geometry in XYZ format:
```
98
Properties=species:S:1:pos:R:3:mulliken_charge:R:1
C -19.373 9.404 15.893 -0.644
C -16.425 2.693 12.243 -0.403
H -17.353 1.082 12.861 0.280
H -21.972 4.375 13.367 0.070
H -16.839 3.272 19.702 0.177
C -14.869 1.102 18.929 -0.631
C -21.171 2.406 13.104 -0.696
H -16.435 3.076 14.984 0.320
H -16.036 5.669 17.375 0.087
H -15.943 4.854 19.516 0.225
H -20.846 9.014 9.371 0.420
H -23.399 3.960 16.527 0.290
C -22.789 0.688 13.068 -0.637
H -23.774 7.530 11.831 0.266
O -21.810 6.928 11.880 -0.278
C -18.521 6.510 13.847 -0.588
H -20.060 7.347 11.024 0.234
C -20.993 7.874 11.225 -0.074
C -17.078 2.986 15.860 -0.520
H -20.156 8.851 15.371 0.227
H -21.949 4.958 16.177 0.186
H -18.672 11.977 16.032 0.350
C -19.086 11.481 16.928 -0.363
O -20.005 10.491 16.536 -0.406
H -22.085 10.807 11.565 0.229
H -15.386 3.013 12.189 0.267
O -17.608 5.682 14.528 -0.272
O -11.139 1.662 16.078 -0.362
C -21.458 3.601 13.962 0.541
O -13.537 0.822 18.600 -0.390
H -20.601 1.635 13.641 0.354
H -10.778 2.946 17.678 0.318
H -21.094 13.820 19.395 0.345
H -21.974 7.674 9.317 0.331
H -18.639 9.734 15.153 0.393
H -16.872 1.966 16.207 0.199
C -10.269 2.513 16.812 -0.676
O -16.503 4.201 21.403 -0.577
O -22.326 1.894 12.504 -0.382
H -20.790 8.707 11.918 0.198
C -22.952 7.438 12.542 -0.210
H -15.114 0.656 19.893 0.333
H -20.629 12.905 17.125 0.350
H -18.484 5.661 16.393 0.221
H -22.217 12.454 19.422 0.265
H -17.758 4.760 19.846 0.407
H -16.023 7.703 19.071 0.090
H -15.612 5.061 15.724 0.354
C -13.147 1.412 17.370 0.029
H -23.659 0.388 12.480 0.258
O -16.477 1.464 12.960 -0.491
C -22.357 10.652 10.514 -0.658
H -17.389 7.018 16.083 0.271
C -22.757 4.351 15.745 -0.585
O -16.768 3.859 16.926 -0.262
O -20.290 11.934 18.934 -0.257
C -17.532 5.941 15.918 -0.091
H -11.242 0.435 17.751 0.311
H -13.936 1.262 16.622 0.152
O -17.522 9.122 19.144 -0.400
H -16.814 2.575 11.230 0.348
H -20.983 12.693 20.711 0.231
H -19.522 6.278 14.247 0.289
H -10.057 3.356 16.152 0.249
H -15.035 2.176 19.118 0.227
H -22.055 -0.122 12.990 0.276
H -18.957 8.742 16.660 0.257
H -15.842 8.919 20.345 0.316
H -16.527 5.078 21.795 0.288
C -21.589 8.465 9.966 -0.745
C -16.387 5.133 16.492 -0.573
H -18.564 6.223 12.799 0.188
H -23.306 5.012 15.061 0.204
H -23.116 0.815 14.104 0.260
C -19.808 12.518 17.749 -0.578
O -22.692 9.302 10.238 -0.342
H -20.537 4.090 14.322 -0.149
H -15.568 0.784 18.148 0.265
O -22.263 3.236 15.044 -0.415
H -22.730 8.399 13.011 0.245
H -9.359 1.968 17.059 0.265
C -16.563 8.303 19.804 -0.573
H -16.969 3.488 12.767 0.009
H -19.158 13.382 17.946 0.389
H -18.041 9.525 19.848 0.281
H -20.465 2.716 12.318 0.347
H -18.139 3.047 15.605 0.031
H -17.032 7.565 20.464 0.278
C -21.188 12.754 19.641 -0.792
H -18.231 11.034 17.452 0.259
C -11.849 0.782 16.908 -0.548
H -12.063 -0.119 16.328 0.297
H -13.030 2.496 17.512 0.151
H -23.227 6.702 13.295 -0.116
H -21.522 11.002 9.897 0.321
H -18.299 7.575 13.964 0.317
H -23.243 11.241 10.287 0.244
C -16.769 4.318 19.971 -0.496
```


Question: Which of these has the highest spin multiplicity?
Answer: C23H59B2CrF14N6O10S2